Record 1
Density functional theory data (the ωB97M-V functional and the def2-TZVPD basis) for a molecular structure, C22H50AlIN9O18 in a non-equilibrium geometry.

```
101
Properties=species:S:1:pos:R:3
C 5.269 -6.473 0.422
C 5.717 -5.369 -0.098
C 6.416 -4.325 0.752
O 7.082 -4.698 1.639
O 6.269 -3.025 0.419
C 5.314 -2.335 1.274
C 3.898 -2.551 0.728
C 2.777 -2.002 1.625
C 1.403 -2.518 1.078
C 0.211 -1.595 1.455
C -0.744 -2.249 2.513
Al -2.657 -2.513 1.900
C -3.369 -1.011 0.696
C -3.717 -1.435 -0.693
N -2.921 -1.264 -1.667
C -2.997 -4.304 0.960
I -1.603 -4.582 -0.707
C -2.903 -5.476 1.954
C -3.233 -6.843 1.280
H 5.455 -6.652 1.481
H 4.749 -7.243 -0.139
H 5.644 -5.136 -1.162
H 5.616 -1.281 1.240
H 5.429 -2.656 2.319
H 3.730 -3.622 0.549
H 3.828 -2.041 -0.243
H 2.710 -0.908 1.594
H 2.833 -2.372 2.661
H 1.503 -2.532 -0.023
H 1.225 -3.563 1.366
H 0.657 -0.695 1.937
H -0.323 -1.228 0.567
H -0.335 -3.255 2.734
H -0.737 -1.723 3.483
H -3.585 -2.549 3.234
H -2.737 -0.110 0.651
H -4.335 -0.703 1.142
H -4.708 -1.887 -0.877
H -3.389 -1.626 -2.504
H -4.024 -4.281 0.565
H -1.924 -5.539 2.452
H -3.648 -5.279 2.742
H -3.501 -7.593 2.042
H -4.129 -6.667 0.669
H -2.401 -7.212 0.674
C -5.127 0.131 -5.579
N -4.669 -0.945 -4.663
O -5.528 -1.607 -4.099
O -3.475 -1.080 -4.535
H -6.212 0.141 -5.590
H -4.734 1.068 -5.193
H -4.733 -0.084 -6.569
C 2.710 3.211 0.987
N 2.370 2.124 1.946
O 3.027 2.047 2.971
O 1.459 1.385 1.640
H 3.534 3.783 1.390
H 2.986 2.741 0.047
H 1.828 3.834 0.871
C 5.539 6.910 0.593
N 4.121 6.465 0.627
O 3.460 6.616 -0.384
O 3.720 5.976 1.664
H 5.747 7.317 -0.389
H 5.665 7.669 1.361
H 6.160 6.042 0.791
C -6.185 4.293 -4.063
N -5.120 4.313 -5.105
O -4.749 5.394 -5.513
O -4.694 3.234 -5.473
H -6.464 5.315 -3.834
H -7.028 3.741 -4.469
H -5.775 3.796 -3.185
C 4.980 0.393 5.114
N 5.558 0.714 6.449
O 5.362 1.827 6.897
O 6.191 -0.166 7.001
H 4.448 1.262 4.746
H 5.805 0.136 4.455
H 4.304 -0.448 5.243
C 5.605 6.267 -3.679
N 5.290 5.198 -2.693
O 5.972 5.142 -1.682
O 4.374 4.456 -2.965
H 6.440 6.849 -3.307
H 5.858 5.781 -4.618
H 4.716 6.884 -3.785
C -2.612 3.400 0.176
N -4.047 3.005 0.173
O -4.677 3.169 -0.863
O -4.485 2.544 1.201
H -2.358 3.791 -0.803
H -2.485 4.159 0.944
H -2.031 2.509 0.403
C -7.491 -1.023 -1.949
N -7.945 -1.233 -0.545
O -7.334 -2.031 0.131
O -8.909 -0.581 -0.178
H -6.637 -1.657 -2.141
H -8.321 -1.283 -2.600
H -7.225 0.026 -2.051
```

Output
* HOMO: -4.60 eV
* LUMO energy: 0.92 eV
* gap between HOMO and LUMO: 5.520 eV
* charge: -1
* spin multiplicity: 1
* M: 882.57 g/mol

Löwdin population analysis, charges in e, atoms 1 to 99: atom 1 (C): 0.03, atom 2 (C): -0.09, atom 3 (C): -0.54, atom 4 (O): 0.15, atom 5 (O): -0.03, atom 6 (C): -0.16, atom 7 (C): -0.18, atom 8 (C): -0.19, atom 9 (C): -0.23, atom 10 (C): -0.28, atom 11 (C): -0.26, atom 12 (Al): 0.23, atom 13 (C): -0.23, atom 14 (C): -0.39, atom 15 (N): 0.05, atom 16 (C): -0.75, atom 17 (I): 0.70, atom 18 (C): -0.42, atom 19 (C): -0.17, atom 20 (H): 0.08, atom 21 (H): 0.07, atom 22 (H): 0.11, atom 23 (H): 0.12, atom 24 (H): 0.13, atom 25 (H): 0.11, atom 26 (H): 0.12, atom 27 (H): 0.09, atom 28 (H): 0.12, atom 29 (H): 0.10, atom 30 (H): 0.09, atom 31 (H): 0.06, atom 32 (H): 0.08, atom 33 (H): 0.03, atom 34 (H): 0.03, atom 35 (H): -0.06, atom 36 (H): 0.04, atom 37 (H): 0.04, atom 38 (H): 0.09, atom 39 (H): -0.01, atom 40 (H): 0.02, atom 41 (H): 0.09, atom 42 (H): 0.09, atom 43 (H): 0.06, atom 44 (H): 0.06, atom 45 (H): 0.02, atom 46 (C): 0.05, atom 47 (N): -0.42, atom 48 (O): 0.04, atom 49 (O): 0.08, atom 50 (H): 0.09, atom 51 (H): 0.07, atom 52 (H): 0.10, atom 53 (C): 0.04, atom 54 (N): -0.42, atom 55 (O): 0.05, atom 56 (O): 0.07, atom 57 (H): 0.06, atom 58 (H): 0.11, atom 59 (H): 0.10, atom 60 (C): 0.03, atom 61 (N): -0.43, atom 62 (O): 0.06, atom 63 (O): 0.05, atom 64 (H): 0.08, atom 65 (H): 0.10, atom 66 (H): 0.10, atom 67 (C): 0.06, atom 68 (N): -0.44, atom 69 (O): 0.07, atom 70 (O): 0.04, atom 71 (H): 0.09, atom 72 (H): 0.10, atom 73 (H): 0.09, atom 74 (C): 0.04, atom 75 (N): -0.45, atom 76 (O): 0.06, atom 77 (O): 0.05, atom 78 (H): 0.07, atom 79 (H): 0.10, atom 80 (H): 0.11, atom 81 (C): 0.05, atom 82 (N): -0.44, atom 83 (O): 0.03, atom 84 (O): 0.08, atom 85 (H): 0.09, atom 86 (H): 0.10, atom 87 (H): 0.10, atom 88 (C): 0.05, atom 89 (N): -0.44, atom 90 (O): 0.03, atom 91 (O): 0.08, atom 92 (H): 0.09, atom 93 (H): 0.10, atom 94 (H): 0.10, atom 95 (C): 0.03, atom 96 (N): -0.44, atom 97 (O): 0.08, atom 98 (O): 0.04, atom 99 (H): 0.05

Record 2
Density functional theory data (the ωB97M-V functional and the def2-TZVPD basis) for 10 unconnected molecules or ions with the total composition C22H50Br12N2O6 in a non-equilibrium geometry.

```
92
Properties=species:S:1:pos:R:3
C 3.338 1.116 3.786
N 2.383 2.220 3.641
O 2.744 3.302 3.186
O 1.285 2.110 4.088
H 2.772 0.198 3.947
H 4.043 1.312 4.594
H 3.775 1.045 2.790
C -4.673 -0.886 0.548
N -3.919 0.369 0.086
O -3.330 0.219 -1.003
O -3.978 1.423 0.744
H -4.418 -1.239 1.548
H -4.621 -1.530 -0.329
H -5.689 -0.491 0.562
Br 1.114 5.685 5.176
C -0.559 4.666 5.107
C -1.082 4.519 3.604
Br -2.591 3.283 3.501
H -1.330 5.144 5.711
H -0.539 3.679 5.570
H -0.290 4.114 2.973
H -1.391 5.477 3.186
Br -3.084 -1.196 -3.960
C -2.329 0.451 -4.811
C -1.478 1.311 -3.860
Br -0.396 2.611 -4.831
H -3.140 1.012 -5.276
H -1.722 0.119 -5.653
H -0.778 0.713 -3.277
H -2.116 1.940 -3.239
Br 3.105 -1.692 6.504
C 3.869 -3.436 5.991
C 4.278 -3.398 4.487
Br 5.524 -1.990 4.117
H 3.144 -4.203 6.263
H 4.709 -3.560 6.674
H 3.397 -3.223 3.870
H 4.694 -4.335 4.116
Br -1.726 5.861 -0.456
C -2.784 5.266 -2.108
C -3.423 3.924 -1.692
Br -4.663 3.268 -3.065
H -2.055 5.160 -2.911
H -3.479 6.086 -2.289
H -4.013 4.113 -0.795
H -2.693 3.160 -1.426
Br -3.472 -4.172 -1.177
C -1.603 -3.768 -1.746
C -0.755 -4.647 -0.900
Br 1.124 -4.515 -1.488
H -1.313 -2.729 -1.589
H -1.497 -4.065 -2.790
H -1.035 -5.699 -0.950
H -0.863 -4.286 0.122
Br -2.784 -0.799 5.158
C -1.231 -1.493 4.109
C -1.684 -1.832 2.670
Br -3.013 -3.302 2.576
H -0.780 -2.381 4.554
H -0.474 -0.710 4.104
H -0.797 -2.168 2.133
H -2.044 -0.972 2.106
C 3.876 -1.333 -7.093
C 2.874 -0.849 -5.982
O 1.779 -1.707 -5.926
C 0.951 -1.344 -4.828
C 1.610 -1.920 -3.553
H 4.425 -2.254 -6.898
H 3.431 -1.599 -8.052
H 4.624 -0.595 -7.381
H 3.427 -0.797 -5.044
H 2.442 0.121 -6.228
H 0.671 -0.293 -4.754
H 0.039 -1.872 -5.106
H 1.021 -1.732 -2.656
H 2.559 -1.493 -3.227
H 1.757 -2.992 -3.684
C 1.929 -1.536 1.427
C 1.208 -0.850 0.301
O 0.466 0.220 0.778
C 0.136 1.221 -0.204
C -0.452 2.332 0.601
H 2.960 -1.187 1.381
H 1.593 -1.338 2.445
H 2.021 -2.607 1.246
H 1.871 -0.562 -0.515
H 0.472 -1.535 -0.120
H 0.959 1.637 -0.786
H -0.516 0.772 -0.954
H -0.786 3.196 0.027
H 0.308 2.679 1.301
H -1.320 2.055 1.201
```

Output
* HOMO: -9.79 eV
* LUMO energy: -0.07 eV
* gap between HOMO and LUMO: 9.728 eV
* spin multiplicity: 1
* M: 1397.50 g/mol

Computed Löwdin charges, given in elementary charges: atom 1 (C): 0.01, atom 2 (N): -0.44, atom 3 (O): 0.03, atom 4 (O): 0.06, atom 5 (H): 0.05, atom 6 (H): 0.11, atom 7 (H): 0.10, atom 8 (C): 0.04, atom 9 (N): -0.38, atom 10 (O): -0.03, atom 11 (O): 0.02, atom 12 (H): 0.03, atom 13 (H): 0.05, atom 14 (H): 0.10, atom 15 (Br): 0.62, atom 16 (C): -0.67, atom 17 (C): -0.66, atom 18 (Br): 0.64, atom 19 (H): 0.05, atom 20 (H): 0.04, atom 21 (H): 0.01, atom 22 (H): 0.04, atom 23 (Br): 0.62, atom 24 (C): -0.63, atom 25 (C): -0.69, atom 26 (Br): 0.63, atom 27 (H): 0.05, atom 28 (H): 0.04, atom 29 (H): 0.03, atom 30 (H): -0.01, atom 31 (Br): 0.58, atom 32 (C): -0.63, atom 33 (C): -0.70, atom 34 (Br): 0.63, atom 35 (H): 0.06, atom 36 (H): 0.05, atom 37 (H): 0.04, atom 38 (H): 0.06, atom 39 (Br): 0.57, atom 40 (C): -0.56, atom 41 (C): -0.70, atom 42 (Br): 0.64, atom 43 (H): 0.04, atom 44 (H): 0.05, atom 45 (H): 0.05, atom 46 (H): 0.02, atom 47 (Br): 0.62, atom 48 (C): -0.67, atom 49 (C): -0.69, atom 50 (Br): 0.69, atom 51 (H): 0.04, atom 52 (H): 0.06, atom 53 (H): 0.05, atom 54 (H): 0.04, atom 55 (Br): 0.56, atom 56 (C): -0.62, atom 57 (C): -0.64, atom 58 (Br): 0.61, atom 59 (H): 0.06, atom 60 (H): 0.05, atom 61 (H): 0.03, atom 62 (H): 0.05, atom 63 (C): -0.06, atom 64 (C): -0.27, atom 65 (O): -0.16, atom 66 (C): -0.25, atom 67 (C): -0.11, atom 68 (H): 0.06, atom 69 (H): 0.06, atom 70 (H): 0.06, atom 71 (H): 0.10, atom 72 (H): 0.11, atom 73 (H): 0.08, atom 74 (H): 0.11, atom 75 (H): 0.03, atom 76 (H): 0.07, atom 77 (H): 0.03, atom 78 (C): -0.07, atom 79 (C): -0.31, atom 80 (O): -0.16, atom 81 (C): -0.24, atom 82 (C): -0.08, atom 83 (H): 0.07, atom 84 (H): 0.06, atom 85 (H): 0.06, atom 86 (H): 0.12, atom 87 (H): 0.09, atom 88 (H): 0.12, atom 89 (H): 0.10, atom 90 (H): 0.02, atom 91 (H): 0.07, atom 92 (H): 0.03

Record 3
Density functional theory data (the ωB97M-V functional and the def2-TZVPD basis) for 10 unconnected molecules or ions with the total composition C22H50Br18NO5P3 in a non-equilibrium geometry.

```
99
Properties=species:S:1:pos:R:3
C 3.002 -2.962 2.476
C 2.726 -1.961 1.403
O 3.103 -0.801 1.412
O 1.977 -2.476 0.371
C 0.653 -1.923 0.354
C -0.347 -2.978 -0.084
P -1.295 -3.770 1.298
P -0.079 -5.688 1.170
O 1.321 -5.555 1.678
P -2.562 -1.900 1.521
N -2.024 -0.683 0.714
O -4.033 -2.329 1.068
O -2.646 -1.556 3.117
H 3.800 -2.623 3.113
H 2.089 -3.134 3.031
H 3.251 -3.907 2.016
H 0.401 -1.460 1.299
H 0.623 -1.120 -0.368
H -1.040 -2.579 -0.808
H 0.204 -3.763 -0.591
H -0.853 -3.651 2.647
H -2.459 -4.549 0.971
H -0.187 -6.167 -0.162
H -0.771 -6.662 1.941
H -1.807 0.071 1.370
H -4.535 -1.493 1.046
H -2.717 -2.380 3.604
Br -0.382 4.387 -0.230
C 1.128 3.362 0.446
C 0.771 1.917 0.609
Br -0.328 1.658 2.193
H 1.431 3.819 1.377
H 1.918 3.488 -0.292
H 1.664 1.313 0.769
H 0.211 1.522 -0.233
Br -6.875 0.643 4.076
C -7.648 1.351 2.440
C -7.365 0.458 1.264
Br -5.525 0.636 0.655
H -7.247 2.351 2.312
H -8.717 1.409 2.627
H -7.981 0.743 0.414
H -7.522 -0.592 1.487
Br -6.623 6.474 -0.316
C -4.698 6.607 -0.569
C -4.220 5.722 -1.689
Br -4.173 3.855 -1.156
H -4.240 6.356 0.381
H -4.508 7.652 -0.801
H -3.195 5.975 -1.957
H -4.849 5.784 -2.569
Br 4.912 2.798 -1.058
C 5.981 3.356 0.470
C 5.497 2.731 1.750
Br 3.870 3.581 2.388
H 5.948 4.439 0.495
H 6.993 3.028 0.248
H 6.229 2.871 2.541
H 5.276 1.673 1.644
Br 1.115 2.717 -5.201
C 2.598 1.737 -4.414
C 2.248 0.293 -4.184
Br 1.070 0.079 -2.649
H 2.858 2.255 -3.497
H 3.417 1.824 -5.124
H 3.141 -0.283 -3.950
H 1.739 -0.153 -5.031
Br 2.572 -6.088 -1.994
C 3.716 -5.996 -0.422
C 4.900 -5.099 -0.649
Br 6.257 -5.942 -1.763
H 3.998 -7.015 -0.182
H 3.078 -5.601 0.370
H 5.396 -4.882 0.294
H 4.629 -4.170 -1.138
Br -11.143 -1.510 6.695
C -9.663 -0.250 6.789
C -10.133 1.174 6.671
Br -10.597 1.626 4.838
H -8.968 -0.522 6.003
H -9.201 -0.417 7.759
H -9.335 1.859 6.945
H -11.010 1.378 7.274
Br 2.364 5.748 -2.386
C 0.661 6.575 -2.813
C 0.820 7.718 -3.778
Br 1.534 9.306 -2.907
H 0.218 6.875 -1.870
H 0.063 5.782 -3.258
H -0.148 8.017 -4.175
H 1.490 7.483 -4.597
Br 10.277 -7.223 -4.572
C 8.487 -6.676 -5.101
C 8.501 -5.385 -5.874
Br 8.787 -3.851 -4.713
H 7.899 -6.607 -4.193
H 8.106 -7.485 -5.719
H 7.536 -5.217 -6.344
H 9.281 -5.358 -6.626
```

Output
* HOMO: -8.08 eV
* LUMO energy: 0.14 eV
* gap between HOMO and LUMO: 8.223 eV
* spin multiplicity: 1
* M: 1939.84 g/mol

Computed Löwdin charges, given in elementary charges: atom 1 (C): 0.03, atom 2 (C): -0.49, atom 3 (O): 0.10, atom 4 (O): -0.05, atom 5 (C): -0.26, atom 6 (C): -0.34, atom 7 (P): 0.61, atom 8 (P): 0.52, atom 9 (O): -0.53, atom 10 (P): 0.36, atom 11 (N): -0.19, atom 12 (O): -0.24, atom 13 (O): -0.21, atom 14 (H): 0.09, atom 15 (H): 0.09, atom 16 (H): 0.06, atom 17 (H): 0.10, atom 18 (H): 0.02, atom 19 (H): 0.08, atom 20 (H): 0.06, atom 21 (H): 0.00, atom 22 (H): -0.01, atom 23 (H): -0.03, atom 24 (H): -0.03, atom 25 (H): -0.14, atom 26 (H): -0.06, atom 27 (H): 0.05, atom 28 (Br): 0.64, atom 29 (C): -0.74, atom 30 (C): -0.68, atom 31 (Br): 0.71, atom 32 (H): -0.03, atom 33 (H): 0.00, atom 34 (H): 0.04, atom 35 (H): 0.01, atom 36 (Br): 0.63, atom 37 (C): -0.69, atom 38 (C): -0.65, atom 39 (Br): 0.71, atom 40 (H): 0.06, atom 41 (H): 0.00, atom 42 (H): 0.06, atom 43 (H): 0.06, atom 44 (Br): 0.60, atom 45 (C): -0.70, atom 46 (C): -0.70, atom 47 (Br): 0.59, atom 48 (H): 0.05, atom 49 (H): 0.06, atom 50 (H): 0.05, atom 51 (H): 0.05, atom 52 (Br): 0.63, atom 53 (C): -0.68, atom 54 (C): -0.67, atom 55 (Br): 0.71, atom 56 (H): 0.05, atom 57 (H): 0.06, atom 58 (H): 0.06, atom 59 (H): 0.05, atom 60 (Br): 0.61, atom 61 (C): -0.70, atom 62 (C): -0.67, atom 63 (Br): 0.72, atom 64 (H): 0.01, atom 65 (H): 0.06, atom 66 (H): 0.06, atom 67 (H): 0.05, atom 68 (Br): 0.60, atom 69 (C): -0.68, atom 70 (C): -0.70, atom 71 (Br): 0.63, atom 72 (H): 0.06, atom 73 (H): 0.01, atom 74 (H): 0.06, atom 75 (H): 0.05, atom 76 (Br): 0.61, atom 77 (C): -0.71, atom 78 (C): -0.69, atom 79 (Br): 0.63, atom 80 (H): 0.01, atom 81 (H): 0.06, atom 82 (H): 0.06, atom 83 (H): 0.05, atom 84 (Br): 0.61, atom 85 (C): -0.73, atom 86 (C): -0.70, atom 87 (Br): 0.60, atom 88 (H): 0.02, atom 89 (H): 0.05, atom 90 (H): 0.06, atom 91 (H): 0.05, atom 92 (Br): 0.60, atom 93 (C): -0.70, atom 94 (C): -0.70, atom 95 (Br): 0.59, atom 96 (H): 0.00, atom 97 (H): 0.06, atom 98 (H): 0.06, atom 99 (H): 0.05

Which value of spin multiplicity does entry 2 give?
1